i:
Entry from the OMol25 dataset: a cluster of 2 separate species, C5H14O in total (wB97M-V/def2-TZVPD).

```
20
Properties=species:S:1:pos:R:3:nbo_charge:R:1
C 1.420 2.575 -0.690 -0.606
C 0.787 1.261 -0.214 -0.406
C 1.861 0.316 0.395 -0.617
H 0.705 3.374 -0.893 0.210
H 2.090 2.519 -1.547 0.203
H 2.014 2.950 0.152 0.198
H -0.007 1.573 0.472 0.197
H 0.231 0.773 -1.020 0.194
H 2.812 0.699 0.038 0.211
H 1.815 0.358 1.481 0.209
H 1.655 -0.697 0.063 0.207
C -1.200 -2.415 -0.111 -0.639
C -2.345 -1.447 0.115 -0.062
O -2.175 -0.746 1.335 -0.714
H -1.149 -2.946 -1.060 0.219
H -1.175 -3.139 0.703 0.214
H -0.267 -1.842 -0.072 0.193
H -2.499 -0.759 -0.728 0.154
H -3.314 -1.948 0.192 0.176
H -1.258 -0.459 1.391 0.461
```

Properties
LUMO energy = 0.0359 Ha
Total charge = 0
SMILES = CCC.CCO
HOMO energy = -10.319 eV

---

ii:
Entry from the OMol25 dataset: a cluster of 2 separate species, C5H14O in total (wB97M-V/def2-TZVPD).

```
20
Properties=species:S:1:pos:R:3:nbo_charge:R:1
C 1.570 0.623 0.855 -0.591
C 0.638 0.074 -0.236 -0.326
C 0.678 -1.463 -0.190 -0.616
C 1.077 0.584 -1.610 -0.613
H 1.287 0.272 1.848 0.209
H 1.612 1.713 0.848 0.211
H 2.591 0.272 0.681 0.199
H -0.418 0.705 0.136 0.314
H -0.006 -1.894 -0.922 0.212
H 0.391 -1.840 0.792 0.215
H 1.687 -1.824 -0.406 0.217
H 0.403 0.218 -2.386 0.211
H 1.057 1.674 -1.649 0.216
H 2.090 0.248 -1.846 0.208
C -2.741 0.105 0.925 -0.247
O -2.035 0.542 -0.209 -0.797
H -3.659 0.677 1.093 0.182
H -3.040 -0.949 0.901 0.158
H -2.194 0.220 1.874 0.145
H -0.987 0.043 -0.498 0.493
```

Properties
LUMO energy = 0.0332 Ha
Total charge = 0
SMILES = CC(C)C.CO
HOMO energy = -9.164 eV

---

iii:
Entry from the OMol25 dataset: a cluster of 2 separate species, C5H14O in total (wB97M-V/def2-TZVPD).

```
20
Properties=species:S:1:pos:R:3:nbo_charge:R:1
C -1.302 0.090 -1.351 -0.657
C -0.574 1.372 -1.066 0.068
C -1.306 2.161 -0.021 -0.622
O 0.760 1.278 -0.585 -0.732
H -1.661 -0.282 -0.429 0.200
H -0.584 -0.783 -1.530 0.225
H -2.332 0.177 -1.889 0.234
H -0.320 1.876 -2.038 0.186
H -1.006 1.758 1.036 0.206
H -1.096 3.259 -0.076 0.220
H -2.398 2.081 -0.113 0.202
H 0.859 0.604 0.147 0.463
C 1.994 -1.435 0.732 -0.626
C 0.670 -1.911 1.322 -0.606
H 2.244 -0.258 0.535 0.208
H 2.849 -1.706 1.459 0.208
H 2.234 -1.992 -0.217 0.216
H 0.740 -2.968 1.713 0.214
H 0.211 -1.316 1.929 0.196
H 0.017 -2.005 0.443 0.198
```

Properties
LUMO energy = 0.0352 Ha
Total charge = 0
SMILES = CC(C)O.CC
HOMO energy = -10.140 eV

---

Stability, descending: i, iii, ii

---

i:
Entry from the OMol25 dataset: a cluster of 2 separate species, C5H14O in total (wB97M-V/def2-TZVPD).

```
20
Properties=species:S:1:pos:R:3:nbo_charge:R:1
C 1.428 0.556 -1.186 -0.635
C 1.335 -0.894 -1.555 -0.397
C 0.008 -1.662 -1.361 -0.415
C -0.505 -1.600 0.100 -0.400
C -2.070 -1.208 0.312 -0.639
H 1.911 1.016 -2.111 0.209
H 0.544 1.138 -1.104 0.210
H 2.010 0.890 -0.320 0.210
H 1.377 -0.841 -2.671 0.198
H 2.230 -1.416 -1.191 0.203
H 0.297 -2.679 -1.614 0.218
H -0.738 -1.057 -1.994 0.201
H 0.194 -0.744 0.638 0.185
H -0.244 -2.507 0.687 0.204
H -2.243 -0.766 1.415 0.229
H -2.768 -1.979 -0.272 0.219
H -2.305 -0.305 -0.247 0.199
O -0.517 4.768 4.020 -0.927
H -0.203 4.703 4.924 0.464
H 0.258 4.587 3.531 0.462
```

Properties
LUMO energy = 0.0306 Ha
Total charge = 0
SMILES = CCCCC.O
HOMO energy = -10.501 eV

---

ii:
Entry from the OMol25 dataset: a cluster of 2 separate species, C5H14O in total (wB97M-V/def2-TZVPD).

```
20
Properties=species:S:1:pos:R:3:nbo_charge:R:1
C 1.109 -1.201 1.613 -0.612
C 1.417 -1.206 0.127 -0.394
C 1.364 0.155 -0.604 -0.400
C -0.029 0.779 -0.442 -0.411
C -0.950 0.141 -1.513 -0.627
H 1.404 -2.121 2.100 0.214
H 0.053 -1.025 1.777 0.200
H 1.626 -0.377 2.116 0.198
H 0.715 -1.893 -0.363 0.186
H 2.346 -1.720 -0.138 0.201
H 2.218 0.673 -0.164 0.202
H 1.469 -0.038 -1.670 0.206
H -0.492 0.616 0.520 0.195
H -0.140 1.832 -0.679 0.218
H -2.014 0.165 -1.208 0.203
H -1.235 0.748 -2.379 0.217
H -0.696 -0.891 -1.720 0.199
O -2.616 2.027 0.620 -0.942
H -3.302 1.362 0.520 0.474
H -2.246 1.977 1.488 0.472
```

Properties
LUMO energy = 0.0292 Ha
Total charge = 0
SMILES = CCCCC.O
HOMO energy = -10.595 eV

---

iii:
Entry from the OMol25 dataset: a cluster of 2 separate species, C5H14O in total (wB97M-V/def2-TZVPD).

```
20
Properties=species:S:1:pos:R:3:nbo_charge:R:1
C 0.416 -1.254 -2.068 -0.637
C -0.543 -0.151 -1.466 0.102
C -2.002 -0.685 -1.376 -0.642
O -0.069 -0.074 -0.115 -0.740
H -0.162 -2.158 -2.331 0.200
H 0.980 -1.649 -1.233 0.234
H 1.017 -0.917 -2.910 0.212
H -0.501 0.818 -1.947 0.171
H -1.950 -1.527 -0.650 0.200
H -2.605 0.065 -0.884 0.209
H -2.413 -1.176 -2.250 0.222
H -0.753 -0.185 0.532 0.470
C 0.527 1.355 2.784 -0.637
C 1.624 0.705 1.948 -0.616
H 0.556 2.406 2.437 0.208
H -0.554 1.248 2.663 0.208
H 0.787 1.484 3.821 0.209
H 1.871 1.308 1.085 0.211
H 1.617 -0.323 1.601 0.219
H 2.608 0.820 2.445 0.198
```

Properties
LUMO energy = 0.0363 Ha
Total charge = 0
SMILES = CC(C)O.CC
HOMO energy = -10.196 eV

---

iv:
Entry from the OMol25 dataset: a cluster of 2 separate species, C5H14O in total (wB97M-V/def2-TZVPD).

```
20
Properties=species:S:1:pos:R:3:nbo_charge:R:1
C -2.174 1.138 -1.214 -0.635
C -0.767 0.821 -0.760 0.100
C 0.300 1.281 -1.786 -0.643
O -0.447 1.322 0.556 -0.734
H -2.238 2.203 -1.469 0.199
H -2.868 1.086 -0.373 0.226
H -2.450 0.564 -2.094 0.215
H -0.676 -0.247 -0.580 0.167
H 0.962 0.428 -1.926 0.221
H -0.205 1.606 -2.694 0.212
H 0.924 2.118 -1.468 0.207
H 0.061 2.117 0.517 0.467
C 1.227 -1.497 0.962 -0.628
C 1.183 -2.091 2.352 -0.611
H 0.418 -0.768 0.775 0.221
H 2.165 -0.969 0.817 0.204
H 0.933 -2.178 0.175 0.204
H 2.146 -2.582 2.548 0.197
H 0.491 -2.931 2.470 0.202
H 1.016 -1.422 3.194 0.208
```

Properties
LUMO energy = 0.0362 Ha
Total charge = 0
SMILES = CC(C)O.CC
HOMO energy = -10.280 eV

---

Stability, descending: ii, iv, iii, i

---

i:
Entry from the OMol25 dataset: a structure of composition C17H29N3O2S (wB97M-V/def2-TZVPD).

```
52
Properties=species:S:1:pos:R:3:nbo_charge:R:1
C -3.866 -2.425 -0.130 -0.596
C -2.546 -2.406 -1.134 -0.382
C -1.249 -2.088 -0.372 -0.327
C -0.131 -2.337 -1.279 -0.205
N 1.084 -2.013 -0.806 -0.468
C 2.038 -1.828 -1.619 -0.176
H 2.433 -2.858 -1.745 0.139
C 3.218 -0.775 -1.429 -0.219
N 2.687 0.561 -1.169 -0.632
C 3.035 1.198 0.023 0.758
O 3.727 1.129 0.917 -0.565
C 2.063 2.637 -0.004 -0.371
N 0.782 2.076 0.162 -0.526
C -0.022 2.002 -0.719 0.639
O 0.345 1.839 -2.041 -0.749
C -1.515 1.618 -0.292 -0.311
C -2.407 1.240 -1.269 -0.199
C -3.733 1.140 -0.636 -0.267
C -3.534 1.385 0.575 -0.415
S -2.087 1.665 1.324 0.460
H -4.482 1.159 1.258 0.227
H -4.717 1.082 -1.107 0.242
H -2.268 1.496 -2.325 0.258
H 0.362 2.204 1.393 0.413
H 2.515 3.317 0.691 0.219
H 2.372 3.113 -0.850 0.233
H 2.030 0.690 -1.708 0.401
H 3.988 -0.622 -2.174 0.214
H 3.690 -1.154 -0.299 0.178
H 1.665 -1.389 -2.511 0.195
C 1.491 -2.498 0.462 -0.242
H 0.620 -3.264 0.713 0.211
C 1.950 -1.696 1.715 -0.431
C 0.824 -0.873 2.124 -0.391
C -0.233 -1.427 3.070 -0.539
H -0.918 -0.423 3.363 0.180
H 0.291 -1.705 3.814 0.186
H -0.694 -2.184 2.856 0.181
H 1.316 0.123 2.687 0.180
H 0.252 -0.216 1.347 0.199
H 2.892 -1.250 1.591 0.231
H 2.045 -2.324 2.763 0.205
H 2.212 -3.326 0.277 0.178
H -0.418 -1.822 -2.105 0.203
H -0.205 -3.290 -1.670 0.154
H -1.262 -1.251 0.092 0.195
H -1.285 -3.022 0.503 0.153
H -2.682 -1.744 -1.828 0.184
H -2.608 -3.250 -1.779 0.201
H -3.975 -3.181 0.542 0.200
H -4.803 -2.503 -0.842 0.192
H -3.967 -1.453 0.295 0.201
```

Properties
LUMO energy = -0.0004 Ha
Total charge = 0
HOMO energy = -8.011 eV

---

ii:
Entry from the OMol25 dataset: an isolated molecule of C17H29N3O2S (wB97M-V/def2-TZVPD).

```
52
Properties=species:S:1:pos:R:3:nbo_charge:R:1
C 4.825 -0.668 5.440 -0.598
C 4.075 -1.122 4.193 -0.389
C 2.916 -0.189 3.856 -0.420
C 2.168 -0.654 2.597 -0.199
N 1.019 0.137 2.207 -0.471
C 1.327 1.457 1.685 -0.219
C 1.940 1.374 0.285 -0.412
C 1.857 2.699 -0.476 -0.392
C 0.443 3.047 -0.927 -0.609
C -0.075 0.113 3.159 -0.215
C -1.417 0.214 2.420 -0.229
N -1.414 -0.699 1.305 -0.639
C -2.460 -1.458 0.963 0.662
O -3.534 -1.461 1.531 -0.634
C -2.181 -2.326 -0.279 -0.312
N -2.036 -1.515 -1.467 -0.590
C -0.854 -0.955 -1.805 0.656
O 0.167 -1.128 -1.154 -0.645
C -0.854 -0.133 -3.021 -0.327
C 0.251 0.459 -3.573 -0.183
C -0.043 1.207 -4.728 -0.263
C -1.365 1.181 -5.042 -0.383
S -2.280 0.241 -3.938 0.434
H 4.157 -0.642 6.298 0.200
H 5.235 0.330 5.297 0.200
H 5.645 -1.346 5.663 0.208
H 3.691 -2.133 4.349 0.194
H 4.766 -1.158 3.347 0.194
H 2.223 -0.155 4.700 0.194
H 3.304 0.820 3.702 0.194
H 1.820 -1.680 2.752 0.191
H 2.859 -0.670 1.752 0.198
H 0.387 2.006 1.622 0.193
H 1.993 2.028 2.353 0.168
H 1.421 0.594 -0.274 0.233
H 2.990 1.086 0.363 0.195
H 2.249 3.504 0.151 0.192
H 2.496 2.630 -1.360 0.198
H -0.209 3.241 -0.079 0.197
H 0.020 2.228 -1.505 0.205
H 0.454 3.939 -1.551 0.208
H -0.043 -0.845 3.682 0.201
H -0.017 0.918 3.909 0.177
H -1.582 1.236 2.058 0.182
H -2.246 -0.050 3.080 0.232
H -0.529 -0.767 0.810 0.446
H -1.245 -2.873 -0.132 0.233
H -3.007 -3.024 -0.418 0.226
H -2.875 -1.253 -1.959 0.401
H 1.233 0.346 -3.150 0.244
H 0.694 1.743 -5.298 0.231
H -1.866 1.659 -5.861 0.241
```

Properties
LUMO energy = 0.0090 Ha
Total charge = 0
SMILES = CCCCN(CCCC)CCNC(=O)CNC(=O)c1cccs1
HOMO energy = -8.288 eV

---

Stability, descending: ii, i

---

i:
Entry from the OMol25 dataset: a cluster of 2 separate species, C2H3ClFNO in total (wB97M-V/def2-TZVPD).

```
9
Properties=species:S:1:pos:R:3:nbo_charge:R:1
C 3.275 -0.576 0.210 0.846
C -0.028 0.221 -0.145 -0.510
N 1.158 0.747 -0.660 -0.321
O 4.165 -0.306 0.915 -0.507
F 3.148 -1.530 -0.635 -0.298
Cl 1.408 2.353 -0.201 0.134
H -0.069 -0.867 -0.507 0.214
H -0.222 0.230 0.878 0.216
H -0.949 0.701 -0.399 0.225
```

Properties
LUMO energy (alpha / beta) = -0.0341 / -0.0269 Ha
Total charge = 0
HOMO energy (alpha / beta) = -9.283 / -9.715 eV

---

ii:
Entry from the OMol25 dataset: a cluster of 2 separate species, C2H3ClFNO in total (wB97M-V/def2-TZVPD).

```
9
Properties=species:S:1:pos:R:3:nbo_charge:R:1
C 0.500 -0.562 -0.071 0.576
C -0.782 -0.319 0.564 0.138
H 0.440 1.559 -0.682 0.427
H 2.072 0.735 -0.815 0.376
H -0.956 -0.715 1.673 0.230
N 0.737 0.446 -1.048 -0.828
O 1.170 -1.501 0.209 -0.506
F -0.886 1.016 0.618 -0.349
Cl -2.295 -0.658 -0.449 -0.064
```

Properties
LUMO energy = -0.0023 Ha
Total charge = 0
HOMO energy = -10.704 eV

---

Stability, descending: ii, i